Here is 3 unconnected molecules or ions with the total composition C5H18N2O3 at a distorted geometry from the Open Molecules 2025 dataset. Energies are from ωB97M-V/def2-TZVPD.

Geometry as XYZ:
```
28
C5H18N2O3 | the Open Molecules 2025 dataset | ωB97M-V/def2-TZVPD
C 2.110 1.563 0.085
N 1.430 0.276 0.146
C 0.021 0.286 0.263
C -0.548 -1.157 0.368
C -1.688 -1.504 -0.558
N -1.599 -0.850 -1.853
C -0.699 1.299 1.203
O -2.018 1.494 0.752
H 3.172 1.418 -0.100
H 1.730 2.171 -0.728
H 1.919 2.063 1.034
H 1.929 -0.353 0.784
H -0.379 0.619 -0.709
H 0.291 -1.807 0.081
H -0.708 -1.332 1.425
H -1.780 -2.585 -0.654
H -2.624 -1.256 -0.041
H -0.626 -0.809 -2.172
H -2.000 -1.438 -2.578
H -0.732 0.946 2.232
H -0.265 2.295 1.115
H -2.376 0.802 0.180
H 1.601 -0.058 -2.825
H 0.709 1.017 -3.491
O 0.822 0.061 -3.375
H 0.740 -1.467 3.810
H 0.562 -0.939 2.387
O 1.006 -0.755 3.218
```

Properties
**E_HOMO (spin up / spin down)**: -13.350 / -13.184 eV
**Frontier orbital gap (spin up / spin down)**: 0.3808 / 0.1877 Eh
**Net charge**: +1
**Energy above the lowest of the compared OMol25 structures with the same formula, charge and spin**: 83.0 kJ/mol
**Multiplicity**: 2
**Energy**: -536.177326 a.u.